Record 1
{
  "formula": "C26H35N2Pb",
  "method": "ωB97M-V/def2-TZVPD",
  "total_charge": 1,
  "relative_energy_ev": 0.000,
  "homo_ev": -10.431,
  "fmax_ev_per_a": 4.66,
  "homo_lumo_gap_ev": 7.2,
  "elements": ["C", "C", "C", "C", "C", "Pb", "C", "C", "H", "C", "H", "H", "C", "H", "H", "H", "C", "H", "H", "H", "C", "H", "H", "H", "C", "H", "H", "H", "C", "H", "H", "H", "C", "H", "H", "H", "C", "H", "H", "H", "C", "C", "C", "C", "H", "C", "H", "C", "H", "H", "H", "N", "C", "C", "C", "C", "C", "N", "H", "H", "H", "H", "H", "H"],
  "coordinates": [[1.5071, -2.3809, 0.6809], [2.0217, -1.7224, -0.4830], [1.0675, -1.8805, -1.5413], [-0.0223, -2.6599, -1.0397], [0.2333, -2.9459, 0.3397], [-0.0982, -0.2932, 0.3654], [-2.4146, 1.7127, -1.4531], [-2.4968, 1.2806, -0.0363], [-2.3049, 2.0699, 0.7045], [-2.8959, 0.0392, 0.3784], [-3.2625, -0.7256, -0.3141], [-3.0511, -0.1718, 1.4403], [-3.2016, 2.9871, -1.7223], [-2.8645, 3.7959, -1.0629], [-3.0791, 3.3169, -2.7592], [-4.2680, 2.8126, -1.5323], [-2.7106, 0.6089, -2.4557], [-1.9822, -0.2145, -2.3836], [-3.7153, 0.2015, -2.2824], [-2.6773, 0.9917, -3.4829], [3.3273, -1.0238, -0.5680], [3.4853, -0.3417, 0.2827], [4.1597, -1.7472, -0.5624], [3.4103, -0.4325, -1.4887], [1.2055, -1.3317, -2.9131], [1.6804, -0.3404, -2.9053], [1.8261, -1.9913, -3.5435], [0.2309, -1.2222, -3.4100], [-1.2048, -3.1313, -1.8016], [-1.2710, -2.6519, -2.7866], [-1.1522, -4.2198, -1.9706], [-2.1465, -2.9344, -1.2645], [-0.6419, -3.7317, 1.2459], [-1.6923, -3.6991, 0.9234], [-0.3385, -4.7917, 1.2632], [-0.5951, -3.3680, 2.2837], [2.1902, -2.4862, 1.9943], [1.4774, -2.6629, 2.8117], [2.9035, -3.3275, 1.9974], [2.7592, -1.5764, 2.2342], [0.3407, 2.3526, -0.9132], [-0.6500, 2.2320, -1.8212], [1.6861, 2.5175, -1.1996], [-0.3245, 2.3195, -3.1672], [-0.4849, 2.5580, -0.1057], [2.0270, 2.5341, -2.5598], [2.4273, 2.6122, -0.3992], [1.0212, 2.4581, -3.5326], [-1.1068, 2.2661, -3.9323], [3.0688, 2.6321, -2.8637], [1.2765, 2.5156, -4.5884], [-1.1878, -0.4516, 3.7695], [-0.1499, 0.4229, 3.8230], [0.2087, 1.0390, 5.0414], [1.3036, 1.8939, 5.0564], [2.0175, 2.1016, 3.8658], [1.6053, 1.4662, 2.7019], [0.5203, 0.6533, 2.6706], [-1.5019, -0.8578, 2.8933], [-1.7264, -0.6356, 4.6033], [-0.3942, 0.8153, 5.9216], [1.6048, 2.3928, 5.9761], [2.8879, 2.7538, 3.8277], [2.1323, 1.5980, 1.7495]],
  "atomic_forces_ev_per_a": [[-0.40, 0.38, -0.75], [-1.00, -0.19, 0.46], [-0.49, -0.44, 0.87], [0.77, 0.75, 0.20], [0.40, 0.86, -0.19], [1.49, -1.48, -0.77], [3.42, 1.19, -1.26], [-1.23, -1.00, 0.60], [0.00, -0.43, -0.05], [-0.56, 1.68, -0.26], [0.44, 0.25, 0.16], [0.14, 0.15, -0.28], [-0.30, 0.07, 0.31], [-0.12, -0.11, -0.12], [0.01, -0.11, 0.20], [0.10, 0.09, -0.09], [0.06, -0.11, -0.06], [-0.22, 0.17, 0.01], [0.15, 0.09, -0.10], [-0.07, -0.13, 0.31], [0.70, 0.20, -0.03], [0.04, -0.21, -0.21], [-0.20, 0.26, -0.01], [-0.01, -0.13, 0.21], [0.17, 0.09, -0.70], [-0.12, -0.26, -0.03], [-0.20, 0.23, 0.13], [0.28, -0.03, 0.11], [-0.51, -0.30, -0.32], [-0.01, -0.13, 0.24], [-0.07, 0.32, 0.01], [0.20, -0.10, -0.18], [-0.30, -0.58, 0.36], [0.26, -0.04, 0.08], [-0.15, 0.26, 0.04], [0.01, -0.14, -0.26], [0.39, -0.20, 0.50], [0.19, 0.05, -0.18], [-0.18, 0.25, 0.06], [-0.11, -0.23, -0.03], [-3.15, 0.90, 2.85], [-3.09, -1.85, -2.96], [0.26, 0.15, -0.21], [0.08, -0.19, -0.65], [3.40, -0.24, 0.95], [-0.10, -0.08, 0.39], [-0.22, 0.09, -0.46], [-0.38, 0.14, 0.19], [0.48, 0.05, 0.16], [-0.25, -0.05, 0.10], [0.03, 0.00, 0.21], [-0.51, -0.30, -0.07], [0.67, 0.36, -0.43], [0.26, 0.15, -0.20], [-0.47, -0.44, -0.30], [0.24, 0.00, -0.53], [-0.51, -0.05, 0.72], [0.21, 0.30, 0.90], [0.24, 0.17, 0.57], [0.08, 0.00, -0.30], [0.30, 0.19, -0.12], [-0.08, -0.14, -0.22], [-0.22, -0.16, 0.10], [-0.18, -0.01, 0.37]]
}

***

Record 2
{
  "formula": "C26H36CaF6NO22S2",
  "method": "ωB97M-V/def2-TZVPD",
  "total_charge": 1,
  "relative_energy_ev": 0.000,
  "homo_ev": -11.735,
  "fmax_ev_per_a": 5.77,
  "homo_lumo_gap_ev": 10.0,
  "elements": ["Ca", "C", "F", "F", "F", "S", "O", "O", "N", "S", "O", "O", "C", "F", "F", "F", "C", "C", "C", "O", "C", "O", "O", "H", "H", "H", "H", "H", "H", "C", "C", "C", "O", "C", "O", "O", "H", "H", "H", "H", "H", "H", "C", "C", "C", "O", "C", "O", "O", "H", "H", "H", "H", "H", "H", "C", "C", "C", "O", "C", "O", "O", "H", "H", "H", "H", "H", "H", "C", "C", "C", "O", "C", "O", "O", "H", "H", "H", "H", "H", "H", "C", "C", "C", "O", "C", "O", "O", "H", "H", "H", "H", "H", "H"],
  "coordinates": [[0.1920, -0.5084, -0.5349], [0.7638, -4.4818, -2.3588], [1.7182, -5.3398, -2.6692], [-0.2236, -4.7129, -3.2094], [0.2454, -4.7430, -1.1416], [1.2610, -2.6499, -2.6354], [2.3381, -2.5585, -3.6405], [0.0718, -1.9829, -3.0414], [1.7026, -2.0554, -1.0394], [3.1507, -2.6277, -0.7809], [3.3083, -2.8752, 0.6788], [3.5866, -3.8006, -1.5369], [4.2725, -1.1065, -1.3475], [3.6655, -0.4975, -2.3380], [4.6949, -0.3940, -0.4019], [5.4265, -1.5892, -1.8168], [1.5976, 3.7472, -5.6743], [2.2067, 2.8328, -4.6291], [2.8020, 3.4398, -3.4234], [2.0662, 2.6660, -2.4418], [1.0830, 1.8383, -2.9297], [0.5119, 1.0294, -2.2873], [1.1349, 1.9411, -4.2325], [2.4080, 4.3952, -6.0083], [0.7214, 4.2961, -5.3293], [1.2362, 3.1501, -6.5115], [2.9656, 2.2006, -5.0899], [2.6540, 4.5189, -3.3820], [3.8716, 3.2302, -3.4263], [5.0569, 3.9624, 0.3668], [4.3906, 2.9720, 1.3211], [3.2586, 3.5609, 2.2216], [2.1528, 2.8490, 1.8236], [2.4623, 1.9088, 0.9994], [1.7563, 1.0220, 0.6183], [3.6811, 1.9882, 0.6278], [6.0886, 4.2482, 0.5720], [4.5421, 4.9188, 0.2752], [5.1494, 3.6036, -0.6583], [5.1921, 2.5624, 1.9358], [3.0659, 4.6020, 1.9626], [3.4577, 3.6106, 3.2921], [-1.3413, -5.2367, 2.9906], [-1.6199, -5.1628, 1.4811], [-3.0960, -4.9326, 1.2310], [-3.1820, -3.8915, 0.3022], [-2.0182, -3.2163, 0.2906], [-1.8181, -2.1471, -0.2544], [-1.1658, -3.9263, 1.1108], [-1.5513, -6.2301, 3.3871], [-1.7933, -4.4383, 3.5791], [-0.2562, -5.1363, 3.0113], [-1.2803, -6.0358, 0.9237], [-3.6604, -4.7552, 2.1465], [-3.6063, -5.7965, 0.8053], [-4.1535, 2.9969, 3.0886], [-3.8404, 2.9000, 1.5347], [-3.0166, 3.9564, 0.8586], [-1.7715, 3.3270, 0.5989], [-2.0272, 1.9910, 0.6514], [-1.1309, 1.2694, 0.3591], [-3.1970, 1.7202, 1.1416], [-4.7879, 2.1924, 3.4606], [-4.6351, 3.9344, 3.3666], [-3.2242, 2.9454, 3.6559], [-4.7744, 3.0404, 0.9906], [-2.9178, 4.7879, 1.5564], [-3.4511, 4.4368, -0.0181], [-6.3954, -1.0882, -2.0848], [-4.9681, -1.7025, -2.2507], [-4.4657, -1.6261, -3.6988], [-3.1887, -1.1008, -3.5618], [-3.0361, -0.5682, -2.3208], [-1.9518, -0.0672, -1.9476], [-4.0835, -0.9001, -1.5934], [-6.6169, -0.0997, -2.4872], [-6.5450, -1.1263, -1.0058], [-7.1953, -1.6774, -2.5334], [-4.5628, -2.6431, -1.8777], [-5.0516, -0.8864, -4.2444], [-4.6504, -2.6663, -3.9671], [3.0578, 0.5392, 5.2809], [1.9707, -0.4099, 4.6896], [0.4505, -0.0790, 5.0027], [-0.2672, -0.6295, 3.9617], [0.6159, -0.7969, 2.8562], [0.2923, -1.1419, 1.7460], [1.9274, -0.5520, 3.2742], [2.7969, 0.6906, 6.3283], [2.9616, 1.5179, 4.8109], [4.0147, 0.0928, 5.0102], [2.1686, -1.3921, 5.1189], [0.2423, 0.9873, 5.0918], [0.1087, -0.4384, 5.9733]],
  "atomic_forces_ev_per_a": [[-1.71, 1.18, 0.17], [-0.22, -0.75, -0.36], [0.05, 0.46, 0.58], [-0.54, 0.38, -0.58], [0.88, 0.52, -0.20], [3.09, 0.86, -1.34], [-1.95, -0.80, 2.34], [-1.34, 0.33, 1.07], [-0.57, -2.22, -3.79], [3.40, -2.35, 4.03], [-0.32, 1.77, -2.52], [-0.96, 2.00, 0.06], [0.62, -4.20, -1.44], [-0.50, 1.19, 0.00], [-0.78, 3.03, 3.08], [0.19, -1.24, -1.27], [0.45, -0.28, -0.16], [-0.98, -0.53, -2.96], [-0.98, -0.75, 0.41], [0.19, 0.70, 2.36], [3.71, 1.05, -1.02], [-0.89, -0.20, 0.77], [-0.64, -0.13, -0.49], [-0.30, 0.33, -0.24], [0.30, 0.22, 0.37], [0.25, 0.00, -0.07], [-0.22, -0.18, -0.24], [-0.37, -0.08, 0.58], [-0.11, -0.12, 0.70], [0.20, 0.76, -0.84], [0.94, 1.77, 0.84], [1.77, 2.23, -0.54], [-2.71, 0.23, 1.88], [-0.81, -1.80, -0.71], [-1.21, -0.41, -0.32], [2.86, -0.65, -1.33], [-0.01, -0.33, 0.72], [-0.37, -0.07, 0.16], [-0.37, -0.52, 0.06], [-0.28, -0.64, -0.06], [0.12, 0.13, -0.16], [-0.19, -0.88, 0.06], [1.22, -0.98, -0.88], [-2.57, -0.37, 2.21], [-1.51, -2.39, 0.23], [0.00, 1.52, -0.99], [0.25, -0.43, 1.17], [0.24, -2.03, 0.88], [2.05, 3.44, -2.45], [-0.27, 0.10, 0.10], [-0.15, -0.10, -0.30], [0.13, 0.09, 0.56], [0.70, 0.39, -0.18], [0.12, 0.76, 0.04], [0.16, -0.06, -0.25], [1.08, -0.24, -1.01], [-2.58, 1.37, 0.72], [0.64, 2.00, 1.33], [-1.07, 0.00, -0.14], [2.49, 1.70, -0.01], [0.00, -1.55, -0.05], [-0.79, -1.62, 0.24], [-0.01, -0.10, -0.44], [-0.01, 0.08, -0.44], [0.14, 0.00, -0.01], [-0.49, -1.02, 0.31], [0.61, 0.09, 0.07], [0.02, -0.68, -0.39], [0.11, -1.99, 0.98], [-1.01, 0.59, -1.94], [-2.30, 0.18, 0.95], [1.61, 0.24, -0.05], [3.82, -0.60, 0.16], [-4.03, -0.89, -1.08], [1.93, 3.70, 2.41], [1.09, 0.18, 0.06], [-0.47, 0.41, 0.00], [0.24, -0.53, 0.03], [-1.97, -0.97, 0.25], [-0.16, -0.44, -0.45], [1.10, 0.22, -1.37], [-1.72, -0.32, -1.75], [-1.32, 0.21, 1.62], [1.77, 1.00, 1.66], [0.95, -0.96, -3.37], [0.57, 0.02, 1.29], [0.25, 0.61, 2.03], [-1.83, -0.08, -1.20], [0.62, -0.38, 0.11], [0.13, 0.09, -0.12], [0.12, 0.24, 0.70], [0.03, -0.23, -0.18], [0.27, 0.38, -0.51], [0.13, -0.68, -0.18]]
}

***

Record 3
{
  "formula": "C26H36CoN3Sb",
  "method": "ωB97M-V/def2-TZVPD",
  "total_charge": 2,
  "multiplicity": 4,
  "s_squared": 3.76,
  "homo_ev": [-14.353, -14.861],
  "fmax_ev_per_a": 0.37,
  "homo_lumo_gap_ev": [8.1, 8.2],
  "elements": ["Co", "C", "C", "C", "C", "C", "C", "N", "C", "C", "C", "C", "C", "N", "C", "C", "C", "C", "C", "C", "N", "H", "H", "H", "H", "H", "H", "H", "H", "H", "H", "H", "H", "H", "H", "H", "C", "C", "C", "Sb", "C", "C", "C", "C", "C", "C", "H", "H", "H", "H", "H", "H", "H", "H", "H", "H", "H", "H", "H", "H", "H", "H", "H", "H", "H", "H", "H"],
  "coordinates": [[0.4188, -1.3651, 0.4344], [-1.0232, -2.7205, 3.0465], [-1.8964, -2.7598, 1.8256], [-3.2211, -3.1791, 1.9026], [-3.9938, -3.2013, 0.7618], [-3.4324, -2.8308, -0.4569], [-2.1137, -2.4483, -0.4839], [-1.3654, -2.3922, 0.6504], [-1.3589, -2.1429, -1.7332], [-1.7873, -2.3263, -3.0376], [-0.8654, -2.1263, -4.0588], [0.4564, -1.8106, -3.7699], [0.8074, -1.6453, -2.4396], [-0.1131, -1.7558, -1.4918], [2.1764, -1.4432, -1.8854], [3.2993, -1.2808, -2.6599], [4.5343, -1.1687, -2.0297], [4.6039, -1.2230, -0.6535], [3.4354, -1.3785, 0.0853], [3.4610, -1.4585, 1.5846], [2.2474, -1.4844, -0.5292], [-1.5593, -2.3249, 3.9079], [-0.1357, -2.1027, 2.8894], [-0.6857, -3.7279, 3.2988], [-3.6292, -3.4776, 2.8593], [-5.0298, -3.5134, 0.8092], [-4.0181, -2.8576, -1.3661], [-2.7970, -2.6413, -3.2628], [-1.1699, -2.2633, -5.0886], [1.1868, -1.7266, -4.5628], [3.2237, -1.2427, -3.7381], [5.4336, -1.0410, -2.6184], [5.5516, -1.1447, -0.1392], [4.2590, -0.8497, 2.0052], [3.6276, -2.4910, 1.9014], [2.5164, -1.1196, 2.0198], [-2.1282, 3.2143, 1.7139], [-2.0430, 1.7254, 1.3876], [-2.2143, 0.8629, 2.6362], [-0.2082, 1.1939, 0.3620], [-0.5188, 1.7923, -1.6935], [0.8319, 1.9266, -2.3987], [-1.3693, 3.0532, -1.8171], [1.3970, 2.4402, 1.1037], [1.6175, 2.1216, 2.5822], [1.1997, 3.9336, 0.8521], [-3.1265, 3.4453, 2.0966], [-1.9550, 3.8517, 0.8484], [-1.4146, 3.4867, 2.4939], [-2.8047, 1.4616, 0.6495], [-1.4364, 1.0713, 3.3756], [-2.1948, -0.2021, 2.4059], [-3.1768, 1.0801, 3.1088], [-1.0658, 0.9458, -2.1187], [1.3769, 2.8040, -2.0481], [0.6799, 2.0511, -3.4744], [1.4777, 1.0556, -2.2531], [-0.8684, 3.9221, -1.3868], [-2.3459, 2.9492, -1.3438], [-1.5409, 3.2713, -2.8749], [2.2457, 2.0792, 0.5155], [0.7954, 2.4987, 3.1950], [2.5321, 2.6047, 2.9362], [1.7179, 1.0503, 2.7753], [0.3717, 4.3346, 1.4348], [1.0231, 4.1661, -0.1974], [2.1010, 4.4740, 1.1565]],
  "atomic_forces_ev_per_a": [[-0.03, -0.21, -0.19], [-0.02, -0.07, -0.11], [0.09, 0.08, -0.07], [-0.04, -0.02, 0.07], [-0.10, -0.02, -0.01], [-0.09, -0.04, -0.08], [0.18, 0.05, 0.01], [-0.04, -0.04, 0.12], [-0.10, -0.03, 0.12], [-0.08, 0.00, -0.04], [-0.02, -0.01, -0.04], [0.05, 0.01, -0.06], [0.14, 0.00, 0.04], [0.07, -0.06, 0.16], [-0.12, -0.08, 0.12], [0.05, 0.01, -0.12], [0.05, 0.01, -0.06], [0.02, 0.01, 0.03], [-0.12, 0.04, 0.02], [-0.03, -0.09, -0.11], [0.11, 0.05, 0.04], [-0.02, 0.00, -0.02], [0.03, 0.05, -0.01], [-0.01, 0.01, -0.01], [0.00, 0.01, -0.03], [0.04, 0.01, 0.00], [0.02, 0.00, 0.05], [0.04, 0.01, -0.01], [0.01, 0.00, 0.03], [-0.03, 0.00, 0.02], [0.02, 0.00, 0.04], [-0.02, -0.01, 0.02], [0.00, 0.00, -0.01], [0.00, 0.00, -0.03], [0.00, 0.03, 0.00], [-0.02, 0.02, 0.00], [-0.10, -0.04, 0.04], [0.23, 0.00, -0.01], [-0.07, 0.10, 0.01], [-0.06, 0.36, 0.08], [0.07, -0.03, 0.15], [-0.06, -0.01, -0.01], [0.04, -0.02, -0.12], [-0.25, -0.07, -0.04], [0.08, 0.11, -0.02], [0.13, -0.01, 0.06], [0.04, -0.03, 0.00], [0.01, 0.00, 0.00], [-0.02, -0.01, -0.03], [-0.06, 0.01, 0.01], [-0.02, -0.02, -0.03], [0.00, -0.03, -0.01], [0.05, 0.00, -0.02], [-0.01, 0.00, -0.03], [0.01, 0.01, 0.02], [0.00, 0.01, 0.03], [-0.05, 0.07, 0.00], [-0.03, -0.03, -0.01], [0.01, -0.01, 0.00], [0.00, 0.00, 0.03], [0.06, 0.03, 0.03], [0.02, -0.02, -0.02], [-0.05, 0.00, 0.00], [0.00, 0.00, 0.00], [0.02, -0.01, -0.02], [0.01, -0.02, 0.00], [-0.04, -0.03, -0.01]]
}